## one
Below is a structure of composition C6H14N2, with properties calculated with wB97M-V/def2-TZVPD.

Summary:
* E_HOMO: -7.31 eV
* E_LUMO: 0.86 eV
* Kohn-Sham gap: 8.1650 eV

Each line ends with the Löwdin charge.
CARTESIAN COORDINATES (ANGSTROEM)
C: -1.1251 0.3635 -0.1788  -0.45
C: -2.1659 0.4859 0.9189  -0.06
C: 0.0434 -1.8332 0.6103  -0.06
C: 1.7025 1.5614 0.3052  -0.06
C: 0.0681 -0.4154 0.1223  -0.27
C: 1.1828 0.2908 -0.3508  -0.39
N: -1.8191 0.2068 -1.4662  0.02
N: 2.2304 -0.4066 -0.9650  0.10
H: -0.2429 1.2559 -0.6715  0.19
H: -1.1509 0.2099 -2.2296  0.07
H: -2.2972 -0.6923 -1.4730  0.06
H: 2.1120 -1.3956 -1.1122  0.08
H: 3.1797 -0.1655 -0.7209  0.08
H: -2.8285 -0.3854 0.9357  0.07
H: -2.7926 1.3581 0.7341  0.07
H: -1.7091 0.5623 1.9049  0.08
H: -0.0690 -2.5718 -0.1917  0.07
H: 0.9599 -2.0805 1.1521  0.07
H: -0.8102 -1.9815 1.2762  0.07
H: 0.9078 2.1004 0.8121  0.08
H: 2.1409 2.2249 -0.4434  0.08
H: 2.4828 1.3081 1.0313  0.08



## two
Below is the molecule C6H14N2, with properties calculated with wB97M-V/def2-TZVPD.

Summary:
* E_HOMO: -7.56 eV
* E_LUMO: 1.07 eV
* structure (SMILES): CCN/C=C/CCN
* Kohn-Sham gap: 8.6222 eV

Each line ends with the Löwdin charge.
CARTESIAN COORDINATES (ANGSTROEM)
C: -0.8763 3.2440 -0.7687  -0.11
C: -0.9712 2.4049 0.5488  -0.26
N: -1.2688 1.0428 0.1614  -0.05
C: -0.4366 0.0199 0.6350  -0.14
C: -0.6243 -1.2419 0.2402  -0.13
C: 0.2457 -2.4096 0.6218  -0.22
C: 1.7374 -2.0922 0.2774  -0.30
N: 2.0454 -2.1378 -1.1444  -0.01
H: -0.1287 2.8577 -1.4625  0.07
H: -0.9968 4.3033 -0.5881  0.06
H: -1.7377 3.0437 -1.4199  0.06
H: -1.6526 3.0231 1.1437  0.10
H: 0.0535 2.5117 0.9738  0.11
H: -2.1141 0.8221 -0.3300  0.13
H: 0.3646 0.4428 1.1944  0.11
H: -1.4428 -1.5125 -0.4059  0.09
H: 0.2783 -2.6867 1.6902  0.10
H: -0.0656 -3.3375 0.1930  0.08
H: 1.9006 -1.1034 0.6866  0.09
H: 2.4018 -2.7660 0.8348  0.10
H: 1.8006 -3.0414 -1.5300  0.06
H: 1.4875 -1.3871 -1.5516  0.06



What should be chosen as the least stable of them? Choose one.



## one
Below is a cluster of 2 separate species, C6H14N2 in total, with properties calculated with wB97M-V/def2-TZVPD.

Summary:
* E_HOMO (alpha / beta): -8.60 / -8.75 eV
* E_LUMO (alpha / beta): -0.34 / -0.99 eV
* Kohn-Sham gap (alpha / beta): 8.2612 / 7.7549 eV

Each line ends with the Löwdin charge.
CARTESIAN COORDINATES (ANGSTROEM)
C: -2.7047 -1.3127 -0.1421  0.05
C: -1.5720 -0.7243 0.2355  -0.34
C: 1.4004 1.0210 -0.9832  -0.05
C: 0.8520 0.3310 1.4208  -0.06
C: 1.6304 -1.3459 -0.3345  -0.05
C: 0.7200 -0.1584 -0.0836  -0.66
N: -1.3845 2.1263 -0.6411  0.14
N: -0.5529 -0.3956 -0.4698  0.08
H: -3.3827 -1.6610 0.6225  0.05
H: -2.8711 -1.8740 -1.1097  0.09
H: -1.6478 -0.2277 1.2470  0.12
H: 2.4299 1.0293 -0.6893  0.05
H: 1.4187 0.6791 -2.0110  0.06
H: 0.8691 2.0636 -0.7809  0.09
H: 0.6000 -0.5375 2.1560  0.11
H: 0.2339 1.2379 1.6445  0.07
H: 1.8604 0.6873 1.5517  0.06
H: 1.2193 -2.1818 0.2281  0.08
H: 1.8513 -1.5138 -1.4723  0.13
H: 2.5525 -1.1475 0.1591  0.06
H: -1.2198 2.1716 0.3134  -0.06
H: -2.3022 1.7330 -0.8611  0.00



## two
Below is the molecule C6H14N2, with properties calculated with wB97M-V/def2-TZVPD.

Summary:
* E_HOMO: -7.65 eV
* E_LUMO: 0.96 eV
* structure (SMILES): C=C(C[C@@H](C)N)NC
* Kohn-Sham gap: 8.6079 eV

Each line ends with the Löwdin charge.
CARTESIAN COORDINATES (ANGSTROEM)
C: -2.1736 -0.5363 -0.2938  0.01
C: -0.9736 -0.7119 0.2665  -0.38
C: -0.0150 0.4501 0.3780  -0.14
C: 0.1539 1.2613 -0.8992  -0.46
C: 1.1942 2.3872 -0.6791  -0.06
N: 0.6062 0.4509 -2.0133  0.04
N: -0.6560 -1.8926 0.9205  -0.04
C: 0.5093 -2.1543 1.7194  -0.11
H: -2.9467 -1.2917 -0.2547  0.05
H: -2.3696 0.4125 -0.7643  0.04
H: 0.9835 0.1613 0.6996  0.10
H: -0.3522 0.9960 1.2639  0.13
H: -0.7317 1.7921 -1.2484  0.12
H: 2.1796 2.1055 -1.0495  0.07
H: 0.9014 3.2963 -1.2081  0.07
H: 1.2350 2.6472 0.3790  0.07
H: -0.0928 -0.1716 -2.3856  0.07
H: 1.5123 0.0211 -1.9168  0.07
H: -1.4591 -2.4788 1.0629  0.12
H: 1.1667 -2.9035 1.2703  0.08
H: 0.1841 -2.5077 2.6984  0.08
H: 1.1441 -1.3331 2.0543  0.07



## three
Below is a structure of composition C6H14N2, with properties calculated with wB97M-V/def2-TZVPD.

Summary:
* E_HOMO: -7.17 eV
* E_LUMO: 0.84 eV
* Kohn-Sham gap: 8.0052 eV

Each line ends with the Löwdin charge.
CARTESIAN COORDINATES (ANGSTROEM)
C: -0.5157 0.0754 -0.0019  -0.46
C: 0.4673 -1.6155 -0.6546  -0.16
C: -0.6733 0.9134 -1.2560  -0.07
C: -1.8167 -0.4208 0.6021  -0.06
C: 0.5441 0.3565 0.8588  -0.19
N: -0.1258 2.0173 1.6059  -0.01
N: 1.5290 -1.4205 -1.5587  0.00
C: 1.7305 0.1473 1.3790  0.04
H: 0.1622 2.8440 1.0796  -0.01
H: -1.1391 2.1085 1.6830  -0.02
H: 1.3028 -0.8745 -2.3800  0.08
H: 2.4549 -1.7092 -1.2704  0.08
H: -0.4070 -2.0362 -1.1464  0.07
H: 0.7311 -2.2266 0.2055  0.09
H: -1.0684 0.2980 -2.0724  0.08
H: -1.3742 1.7326 -1.0814  0.08
H: 0.2753 1.3457 -1.5776  0.08
H: -2.3325 -1.0861 -0.0987  0.08
H: -2.4845 0.4216 0.7993  0.08
H: -1.6518 -0.9475 1.5432  0.09
H: 2.0918 0.8362 2.1334  0.06
H: 2.2999 -0.7597 1.2083  0.06



## four
Below is the molecule C6H14N2, with properties calculated with wB97M-V/def2-TZVPD.

Summary:
* E_HOMO: -8.86 eV
* E_LUMO: 1.11 eV
* structure (SMILES): C=CCCCNCN
* Kohn-Sham gap: 9.9638 eV

Each line ends with the Löwdin charge.
CARTESIAN COORDINATES (ANGSTROEM)
C: -0.6610 -2.5853 1.0590  0.00
C: 0.2446 -1.8828 1.7133  -0.19
C: 0.2368 -0.4154 1.9595  -0.22
C: -0.8907 0.4428 1.3453  -0.19
C: -0.4025 1.2786 0.1759  -0.25
N: -0.4015 0.4526 -1.0564  -0.07
C: 0.1249 1.1864 -2.1977  -0.32
N: 1.4342 0.6395 -2.5955  0.01
H: -1.4938 -2.1747 0.5012  0.05
H: -0.5561 -3.6648 1.0167  0.05
H: 1.1207 -2.3454 2.1506  0.10
H: 1.1878 0.0291 1.6570  0.10
H: 0.2760 -0.2268 3.0384  0.11
H: -1.3015 1.0490 2.1518  0.11
H: -1.6707 -0.2194 0.9843  0.09
H: -1.0841 2.1034 -0.0601  0.11
H: 0.5927 1.6826 0.3965  0.11
H: 0.2636 -0.2916 -0.8644  0.09
H: 0.1767 2.2630 -2.0043  0.11
H: -0.5967 1.0934 -3.0142  0.10
H: 1.3275 0.1979 -3.5073  0.06
H: 2.0732 1.3877 -2.8495  0.06



What should be chosen as the least stable of them? Choose one.



## one
Below is a structure of composition C23H14Cl4N2O4S6W, with properties calculated with wB97M-V/def2-TZVPD.

Summary:
* E_HOMO (alpha / beta): -0.79 / -0.78 eV
* E_LUMO (alpha / beta): 4.03 / 4.03 eV
* net charge: -2
* Kohn-Sham gap (alpha / beta): 4.8186 / 4.8171 eV

Each line ends with the Löwdin charge.
CARTESIAN COORDINATES (ANGSTROEM)
W: 0.2317 -0.5326 -0.6705  0.99
O: -0.9180 -0.9185 1.1355  -0.41
N: -0.9710 0.1035 1.9799  -0.21
C: -0.6972 -0.1345 3.2705  -0.03
C: -0.8208 0.8634 4.2057  -0.08
C: -1.2157 2.1304 3.7709  -0.10
C: -1.4435 2.3603 2.4340  -0.10
C: -1.2873 1.3338 1.4855  -0.63
S: -1.4338 1.4490 -0.2028  0.74
H: -0.3904 -1.1506 3.4709  0.14
H: -0.5970 0.6554 5.2413  0.09
H: -1.3240 2.9396 4.4832  0.09
H: -1.7254 3.3372 2.0668  0.10
O: 2.6766 -5.3744 3.9867  -0.13
C: 2.3512 -4.5630 3.1459  -1.07
S: 2.8241 -2.8623 3.1849  0.91
C: 1.9443 -2.3562 1.7494  -1.15
C: 1.2546 -3.2994 1.0927  -1.12
S: 0.3129 -3.0172 -0.3409  0.54
S: 1.3276 -4.9257 1.7605  0.93
S: 2.0074 -0.7039 1.2335  0.58
Cl: 4.2297 -0.2773 -6.4247  0.59
C: 2.9696 0.0162 -5.2618  -0.73
C: 1.9843 0.9444 -5.5265  -0.73
Cl: 1.9859 1.8389 -7.0176  0.58
C: 0.9710 1.1730 -4.5743  -0.61
Cl: -0.2714 2.3539 -4.8559  0.64
C: 0.9479 0.4742 -3.3792  -0.40
O: 0.0632 0.6460 -2.4353  -0.40
C: 1.9742 -0.4790 -3.0938  -0.40
O: 1.9103 -1.0512 -1.9384  -0.27
C: 2.9659 -0.6946 -4.0483  -0.62
Cl: 4.2095 -1.8464 -3.6791  0.65
C: 2.8970 3.7476 1.4092  -0.09
C: 2.9167 3.3478 -0.0673  -0.20
C: 2.1238 2.1502 -0.3029  -0.13
N: 1.4755 1.2193 -0.4370  -0.05
H: 3.5011 4.6421 1.5641  0.07
H: 3.2929 2.9417 2.0258  0.08
H: 1.8775 3.9489 1.7367  0.07
H: 3.9343 3.1446 -0.4064  0.12
H: 2.5138 4.1410 -0.6996  0.12
S: -1.6985 -1.5062 -1.9389  0.54
C: -3.1122 -1.4847 -0.8676  -0.66
C: -3.2417 -2.3778 0.1983  -0.13
C: -4.3721 -2.3662 1.0014  -0.11
C: -5.4076 -1.4704 0.7552  -0.14
C: -5.2926 -0.5812 -0.3047  -0.12
C: -4.1549 -0.5873 -1.1020  -0.15
H: -2.4292 -3.0664 0.3934  0.07
H: -4.4449 -3.0640 1.8290  0.09
H: -6.2901 -1.4638 1.3856  0.08
H: -6.0857 0.1313 -0.5061  0.08
H: -4.0491 0.1211 -1.9144  0.09



## two
Below is a structure of composition C23H14Cl4N2O4S6W, with properties calculated with wB97M-V/def2-TZVPD.

Summary:
* E_HOMO: -1.02 eV
* E_LUMO: 4.12 eV
* net charge: -2
* Kohn-Sham gap: 5.1387 eV

Each line ends with the Löwdin charge.
CARTESIAN COORDINATES (ANGSTROEM)
W: -0.0567 -0.3999 0.0423  1.02
O: -1.1537 1.3718 0.7554  -0.40
N: -0.7015 2.1547 1.7189  -0.23
C: -1.0097 3.4622 1.6380  -0.03
C: -0.6655 4.3320 2.6364  -0.08
C: 0.0318 3.8255 3.7431  -0.10
C: 0.3682 2.4982 3.7859  -0.09
C: 0.0312 1.6214 2.7362  -0.70
S: 0.4660 -0.0050 2.5956  0.72
H: -1.5324 3.7234 0.7305  0.14
H: -0.9193 5.3773 2.5426  0.09
H: 0.3225 4.4825 4.5535  0.09
H: 0.9325 2.0833 4.6091  0.10
O: -5.9669 -1.3372 -3.3924  -0.13
C: -4.8379 -1.2502 -2.9557  -1.07
S: -3.9630 -2.5851 -2.2002  0.91
C: -2.4698 -1.7214 -1.8643  -1.16
C: -2.4421 -0.4178 -2.1969  -1.12
S: -1.0131 0.5744 -1.9718  0.58
S: -3.8877 0.2350 -2.9484  0.93
S: -1.1304 -2.5335 -1.1074  0.60
Cl: 5.2820 -4.3769 -1.9544  0.59
C: 3.9790 -3.7053 -1.0227  -0.72
C: 3.7014 -4.1918 0.2405  -0.72
Cl: 4.6560 -5.4777 0.9150  0.59
C: 2.6445 -3.6467 0.9826  -0.61
Cl: 2.2385 -4.2642 2.5534  0.64
C: 1.8685 -2.6170 0.4665  -0.41
O: 0.8212 -2.1032 1.0409  -0.39
C: 2.1804 -2.0911 -0.8195  -0.41
O: 1.4007 -1.1400 -1.2503  -0.40
C: 3.2103 -2.6602 -1.5575  -0.60
Cl: 3.5264 -2.0301 -3.1385  0.67
C: -3.8115 -3.4874 2.3808  -0.09
C: -3.9279 -1.9618 2.3260  -0.20
C: -2.8222 -1.3992 1.5636  -0.14
N: -1.9078 -1.0012 1.0051  -0.01
H: -4.6373 -3.9079 2.9558  0.07
H: -2.8688 -3.7791 2.8412  0.08
H: -3.8284 -3.9015 1.3737  0.07
H: -3.9012 -1.5239 3.3260  0.11
H: -4.8648 -1.6583 1.8540  0.11
S: 1.7935 1.3386 0.1704  0.62
C: 1.9936 2.2269 -1.3419  -0.63
C: 2.2618 3.6002 -1.2828  -0.15
C: 2.4914 4.3402 -2.4322  -0.13
C: 2.4500 3.7274 -3.6789  -0.14
C: 2.1856 2.3657 -3.7473  -0.10
C: 1.9679 1.6192 -2.5998  -0.16
H: 2.2818 4.0817 -0.3116  0.08
H: 2.6940 5.4037 -2.3540  0.08
H: 2.6176 4.3032 -4.5821  0.08
H: 2.1463 1.8691 -4.7106  0.10
H: 1.7749 0.5570 -2.6618  0.05



What should be chosen as the least stable of them? Choose one.